a | C6H11N | ωB97M-V/def2-TZVPD

Computed properties:
HOMO energy: -0.2582 Ha
orbital gap: 7.67 eV
charge: 0

Geometry (Å):
N -0.7358 1.6822 -1.3483
C 1.9139 0.9881 0.5163
C -0.7093 0.5462 -0.8765
C -1.6203 0.4114 0.7306
C -0.0016 -0.5211 -0.1978
C -0.5074 -1.9190 -0.4780
C 1.2305 -0.3355 0.3745
H 2.4430 1.2913 -0.3989
H 1.2230 1.7907 0.7850
H -1.5062 -0.2698 1.5671
H 0.1574 -2.4269 -1.1766
H 1.8424 -1.2218 0.4901
H 2.6681 0.9406 1.3036
H -0.2555 1.8150 -2.2381
H -1.5108 -1.9493 -0.9027
H -1.4941 1.4143 1.1219
H -0.5476 -2.4707 0.4619
H -2.5897 0.2342 0.2659


b | C6H11N | ωB97M-V/def2-TZVPD

Computed properties:
HOMO energy: -0.3841 Ha
orbital gap: 11.44 eV
charge: 0

Geometry (Å):
N 0.7608 0.9303 1.6338
C -0.0393 1.0342 -1.1257
C 1.3963 1.4871 -0.9203
C -0.7824 -1.8223 1.2826
C -0.2375 0.5276 1.1944
C -1.0071 -0.5319 0.5022
C -0.3492 -0.4663 -0.9091
H 2.1588 0.7051 -1.0062
H 1.6647 2.3714 -1.5133
H 1.4181 1.6814 0.2009
H -2.0735 -0.2873 0.4287
H -0.5848 1.5106 -1.9394
H 0.5624 -1.0823 -0.8815
H -1.2063 -2.6740 0.7465
H -1.2403 -1.7642 2.2744
H 0.2930 -1.9823 1.4173
H -1.0115 -0.8897 -1.6736
H -0.5422 1.4703 -0.1825


c | C6H11N | ωB97M-V/def2-TZVPD

Computed properties:
HOMO energy: -0.3149 Ha
orbital gap: 9.79 eV
charge: 0

Geometry (Å):
N -3.0643 -0.2206 -0.7600
C -2.1542 0.4651 0.1637
C 2.5606 0.0811 -0.5166
C -1.0559 -0.4774 0.7152
C 1.4374 -0.3865 0.3104
C 3.5762 0.7847 -0.0194
C 0.1764 -0.3822 -0.1327
H -0.8686 -0.2750 1.7657
H 0.0396 -0.3430 -1.2109
H -2.7967 -1.1512 -1.0243
H 3.4893 1.0897 1.0117
H -1.4701 -1.4850 0.5797
H 4.4354 1.0234 -0.6322
H 1.6787 -0.7184 1.3206
H 2.4747 -0.1042 -1.5828
H -2.7475 0.8919 0.9746
H -1.6738 1.2759 -0.3855
H -4.0373 -0.0682 -0.5773


d | C6H11N | ωB97M-V/def2-TZVPD

Computed properties:
HOMO energy: -0.2760 Ha
orbital gap: 8.52 eV
charge: 0

Geometry (Å):
N 2.7181 0.5753 -0.7241
C 1.7241 -0.1246 -0.0049
C -1.5989 0.4362 0.6577
C -2.7224 0.5193 1.6663
C -0.5810 -0.4152 0.6997
C 0.4628 -0.4165 -0.3465
C 0.1435 -0.6719 -1.8090
H -3.4410 -0.2672 1.4463
H -3.1830 1.5030 1.5881
H -0.2915 -0.9182 1.6191
H 0.4283 -1.7068 -2.0052
H 2.7619 0.2211 -1.6759
H 3.6416 0.4649 -0.3238
H -0.9333 -0.6942 -1.9936
H 1.9501 -0.1001 1.0566
H -2.3681 0.3426 2.6862
H -1.6276 1.1681 -0.1490
H 0.6222 0.0225 -2.4973


The relative energies come out as a 2.750; b 0.304; c 0.213; d 0.000, with values in eV.